Entry 1:
{
  "formula": "C14H21Cl2N2O",
  "method": "the ωB97M-V functional and the def2-TZVPD basis",
  "elements": ["C", "C", "N", "C", "C", "N", "C", "C", "O", "C", "C", "C", "C", "C", "Cl", "C", "Cl", "C", "C", "H", "H", "H", "H", "H", "H", "H", "H", "H", "H", "H", "H", "H", "H", "H", "H", "H", "H", "H", "H", "H"],
  "positions_angstrom": [[-2.852045, -3.367945, 0.435119], [-3.371618, -2.347846, -0.563342], [-2.782498, -1.005550, -0.338284], [-2.944476, -0.092240, -1.490512], [-2.087755, 1.145147, -1.256017], [-2.471482, 1.808026, -0.022693], [-1.754879, 3.045248, 0.210590], [-0.212377, 2.977168, 0.066670], [0.227057, 1.689794, 0.476378], [1.493622, 1.294201, 0.191124], [2.559735, 2.146307, -0.069522], [3.818531, 1.628492, -0.321779], [4.043050, 0.265187, -0.324705], [2.988811, -0.603918, -0.080000], [3.246280, -2.312538, -0.093985], [1.724844, -0.086698, 0.164070], [0.417839, -1.170614, 0.446659], [-2.469387, 0.920153, 1.131558], [-3.314980, -0.315451, 0.857342], [-3.194200, -3.166223, 1.445680], [-3.213782, -4.353642, 0.157387], [-1.764951, -3.392921, 0.429195], [-4.458622, -2.262336, -0.505862], [-3.103109, -2.664809, -1.573004], [-1.760793, -1.122516, -0.177637], [-3.999017, 0.175108, -1.578387], [-2.623616, -0.593428, -2.404835], [-2.242200, 1.849694, -2.076329], [-1.033743, 0.830026, -1.262903], [-2.011597, 3.381385, 1.215048], [-2.119596, 3.791525, -0.499724], [0.082256, 3.141825, -0.976879], [0.239435, 3.759538, 0.685369], [2.408901, 3.213077, -0.060620], [4.637685, 2.302342, -0.514611], [5.024984, -0.134119, -0.516360], [-2.909919, 1.465516, 1.968606], [-1.459763, 0.602985, 1.420856], [-3.271832, -0.982440, 1.717183], [-4.353243, -0.040281, 0.662491]],
  "forces_ev_per_angstrom": [[-0.09, 0.20, 0.00], [-0.17, -0.74, -0.04], [0.33, -0.15, 0.00], [0.18, 0.68, -0.66], [-0.15, -0.03, 0.01], [-0.04, -0.32, -0.06], [0.37, 0.05, 0.07], [-0.19, 0.25, -0.18], [0.10, -0.10, 0.18], [0.27, -0.13, -0.14], [-0.34, 0.07, 0.09], [-0.04, -0.14, 0.00], [0.01, -0.10, 0.01], [0.05, 0.10, -0.04], [0.08, 0.20, -0.03], [0.13, 0.22, -0.04], [-0.26, -0.38, 0.24], [-0.06, -0.06, 0.00], [-0.07, 0.55, 0.80], [-0.01, -0.01, 0.11], [-0.01, -0.06, -0.03], [0.15, -0.08, 0.01], [0.08, 0.16, -0.07], [-0.03, 0.19, 0.03], [-0.42, 0.05, -0.19], [0.02, -0.15, 0.09], [-0.02, -0.10, 0.14], [0.02, -0.13, -0.07], [-0.04, 0.07, -0.07], [-0.03, 0.06, -0.03], [0.06, 0.08, 0.09], [0.04, -0.03, 0.09], [0.01, -0.04, -0.11], [-0.03, 0.13, 0.01], [0.09, 0.06, -0.02], [0.09, -0.06, -0.02], [0.00, -0.13, 0.03], [-0.15, 0.04, 0.05], [0.01, -0.05, -0.11], [0.05, -0.14, -0.11]],
  "charge": 1,
  "smiles": "CC[NH+]1CCN(CCOc2cccc(Cl)c2Cl)CC1",
  "homo_ev": -11.76,
  "lumo_ev": -2.17,
  "gap_ev": 9.59
}

=====

Entry 2:
{
  "formula": "C14H21Cl3O3P2Sc",
  "method": "the ωB97M-V functional and the def2-TZVPD basis",
  "elements": ["Sc", "Cl", "C", "C", "C", "Cl", "C", "O", "C", "Cl", "C", "H", "H", "C", "P", "C", "C", "C", "P", "C", "C", "H", "H", "H", "H", "H", "H", "H", "H", "H", "H", "H", "H", "H", "H", "H", "H", "C", "C", "O", "O", "H", "H", "H"],
  "positions_angstrom": [[-0.134414, -0.307390, 0.120589], [4.581028, -5.364641, 0.263693], [3.554801, -4.036460, -0.140351], [3.391266, -3.004067, 0.767302], [2.573685, -1.956429, 0.404871], [2.256394, -0.640544, 1.522239], [1.907265, -1.882127, -0.817976], [1.140068, -0.821521, -1.114622], [2.071614, -2.961035, -1.686564], [1.218924, -2.950512, -3.186110], [2.893771, -4.025122, -1.358435], [3.884083, -3.023745, 1.729100], [3.014905, -4.843484, -2.054761], [2.061287, 3.019790, 1.337920], [0.798842, 2.321135, 0.225744], [1.427997, 2.768203, -1.427034], [-0.605906, 3.487822, 0.462718], [-1.865195, 3.037241, -0.283609], [-2.319254, 1.309178, 0.144568], [-3.752213, 0.971223, -0.919413], [-3.058507, 1.481912, 1.806320], [2.143611, 4.093065, 1.165360], [3.026111, 2.550499, 1.149492], [1.790472, 2.843669, 2.379006], [1.611113, 3.841562, -1.481472], [0.720038, 2.479851, -2.204057], [2.357272, 2.229703, -1.610823], [-0.294696, 4.482619, 0.138912], [-0.798664, 3.547246, 1.536962], [-1.704685, 3.070514, -1.364216], [-2.707230, 3.695357, -0.062399], [-4.501610, 1.754360, -0.803272], [-4.186314, 0.009556, -0.649356], [-3.436499, 0.917866, -1.960421], [-3.830712, 2.251864, 1.793051], [-2.301563, 1.744877, 2.545070], [-3.504947, 0.533618, 2.104595], [-1.485592, -3.889318, 0.192847], [-1.170150, -2.439644, 0.258072], [-1.487146, -1.654966, -0.685995], [-0.531359, -1.930260, 1.253099], [-2.544790, -4.024246, 0.419114], [-0.890374, -4.443506, 0.912201], [-1.312725, -4.243719, -0.821946]],
  "forces_ev_per_angstrom": [[-0.34, 1.15, 0.82], [0.00, -0.01, -0.01], [-0.02, -0.01, -0.02], [0.05, 0.02, 0.13], [-0.09, 0.05, -0.01], [0.21, -0.05, 0.11], [0.12, 0.17, -0.17], [1.22, -0.48, -1.01], [0.01, 0.00, -0.09], [0.03, -0.01, 0.02], [0.00, -0.06, -0.06], [-0.01, 0.00, -0.02], [0.00, 0.01, 0.02], [-0.05, -0.12, 0.00], [-0.07, 0.29, 0.01], [-0.03, -0.08, 0.05], [0.02, -0.06, -0.03], [0.06, -0.06, 0.04], [-0.31, 0.37, -0.04], [0.07, -0.03, 0.03], [0.06, -0.04, -0.07], [0.04, 0.01, 0.02], [0.00, -0.01, -0.01], [0.00, 0.01, -0.01], [0.01, 0.01, -0.03], [-0.01, 0.01, -0.01], [0.00, -0.01, -0.01], [-0.03, 0.04, 0.01], [-0.01, 0.01, 0.01], [0.00, 0.01, -0.02], [-0.01, 0.04, -0.02], [-0.03, -0.01, -0.02], [0.00, -0.01, 0.00], [-0.01, 0.01, -0.01], [-0.01, 0.00, 0.03], [0.00, 0.01, 0.01], [0.00, 0.00, 0.01], [0.01, -0.05, 0.05], [-0.22, -0.10, 0.01], [-0.39, -0.42, -0.04], [-0.24, -0.59, 0.29], [0.00, -0.01, 0.00], [-0.01, -0.01, 0.01], [-0.02, -0.01, 0.01]],
  "charge": 1,
  "homo_ev": -11.29,
  "lumo_ev": -3.04,
  "gap_ev": 8.25
}

=====

Entry 3:
{
  "formula": "C14H21ClIN2O6P",
  "method": "the ωB97M-V functional and the def2-TZVPD basis",
  "elements": ["C", "O", "C", "C", "N", "N", "P", "O", "Cl", "C", "C", "C", "C", "C", "O", "C", "C", "O", "C", "C", "O", "C", "C", "O", "H", "H", "H", "H", "H", "H", "H", "H", "H", "H", "H", "H", "H", "H", "H", "H", "H", "H", "H", "H", "H", "I"],
  "positions_angstrom": [[-3.375814, -3.849765, -0.484610], [-3.850899, -2.843398, -1.456251], [-2.736949, -2.234905, -2.200318], [-2.027218, -1.039981, -1.272329], [-2.949692, 0.015459, -0.775731], [-2.440493, 0.983068, 0.013834], [-3.704528, 2.167396, 0.594161], [-3.710672, 3.590108, -0.465381], [-3.260597, 2.773136, 2.613685], [-1.074233, 1.310131, 0.526680], [0.128535, 0.235108, 0.081221], [1.654107, 0.447853, 0.618761], [1.922289, -0.667436, 1.797098], [1.297337, 0.004453, 3.196280], [2.142526, 1.129842, 3.623781], [1.369103, 2.367560, 3.805969], [1.663511, 3.742842, 2.937907], [0.405771, 2.338685, 4.764617], [-0.451201, -0.972612, -0.859504], [0.551252, -2.169153, -1.366881], [1.921341, -1.755416, -1.686556], [2.045815, -1.156739, -3.020914], [3.052611, 0.175557, -3.121722], [1.488140, -1.587665, -4.154255], [-4.218468, -3.983167, 0.342247], [-2.398585, -3.537417, 0.095205], [-3.147784, -4.909007, -0.973262], [-3.185501, -1.647015, -3.137614], [-1.973021, -3.006188, -2.626673], [-4.479692, 3.370830, -1.101245], [-0.840658, 2.254481, 1.207580], [1.769995, 1.542976, 1.072652], [2.451463, 0.402253, -0.267137], [3.053898, -0.949956, 1.894996], [1.232861, -1.602088, 1.541837], [1.139009, -0.783569, 4.045083], [0.220350, 0.448132, 2.941636], [2.809453, 4.024413, 3.086976], [0.931751, 4.600517, 3.278256], [1.514467, 3.611499, 1.774667], [0.159121, -2.801685, -2.268204], [0.638657, -2.930917, -0.451376], [3.543914, 0.226987, -4.182378], [3.940429, 0.024326, -2.337822], [2.419855, 1.111673, -2.819619], [4.358444, 1.528795, -4.825347]],
  "forces_ev_per_angstrom": [[0.05, -0.87, 1.10], [2.63, -0.38, 0.03], [-0.45, 1.46, -0.27], [1.07, 2.85, 2.44], [4.04, -3.22, -1.17], [4.20, 2.55, 2.13], [-3.08, 0.65, -1.16], [-0.28, -2.69, 0.83], [0.72, -0.12, -1.99], [2.14, -4.83, -2.80], [-4.37, 0.94, -0.62], [-0.12, 0.21, -0.35], [-1.21, 0.73, 0.43], [-1.24, -0.70, -0.96], [-2.00, 2.44, -0.77], [-4.51, -0.83, 4.82], [0.63, -0.50, 0.03], [6.04, 0.39, -6.44], [-0.68, 1.55, 0.39], [-0.56, -1.17, 0.72], [-1.88, 0.78, -1.62], [-1.23, -0.09, -5.36], [-2.20, -3.29, 4.75], [2.62, 1.78, 7.68], [1.73, 0.34, -2.01], [-1.83, -0.26, -1.25], [-0.60, 2.32, 0.75], [0.79, -1.39, 2.20], [-1.25, 1.45, 1.15], [1.63, 0.44, 1.43], [-1.00, -2.20, -1.67], [-0.50, -2.43, -0.94], [-2.00, -0.23, 1.78], [-2.31, 0.55, -0.17], [1.77, 1.79, 0.67], [0.64, 1.58, -1.51], [2.23, -1.16, 0.52], [-2.56, -0.52, -0.22], [1.65, -2.00, -0.36], [0.29, -0.11, 2.39], [0.32, 1.56, 1.66], [-0.01, 1.74, -1.90], [-2.40, -2.66, 1.97], [-1.99, 0.37, -1.55], [1.17, -1.86, -0.79], [3.92, 5.06, -3.97]],
  "homo_ev": -5.39,
  "lumo_ev": -2.92,
  "gap_ev": 2.47
}

=====

Entry 4:
{
  "formula": "C14H21N2O2PbSbSe4",
  "method": "the ωB97M-V functional and the def2-TZVPD basis",
  "elements": ["Pb", "C", "C", "C", "C", "C", "C", "C", "C", "C", "C", "H", "H", "H", "H", "H", "H", "H", "H", "H", "H", "H", "H", "H", "H", "H", "N", "C", "C", "C", "O", "O", "H", "H", "H", "H", "H", "H", "Se", "Sb", "Se", "Se", "Se", "N", "C"],
  "positions_angstrom": [[-1.744922, -0.258021, -0.211436], [2.244626, 0.401800, 0.558625], [1.749522, -0.267290, 1.791763], [0.700253, 0.464624, 2.301295], [0.507687, 1.575040, 1.448814], [1.493074, 1.507180, 0.349367], [1.531655, 2.512011, -0.749980], [-0.437436, 2.680718, 1.637535], [-0.071987, 0.214958, 3.561437], [2.288174, -1.550429, 2.266961], [3.341115, -0.169159, -0.272563], [1.682999, 3.523060, -0.361369], [0.576221, 2.518750, -1.287465], [2.324803, 2.301636, -1.467340], [0.069182, 3.646664, 1.554189], [-0.958644, 2.615710, 2.588666], [-1.199583, 2.663779, 0.836404], [0.269737, 0.878875, 4.362279], [0.038325, -0.815757, 3.895795], [-1.138375, 0.397473, 3.412303], [2.088813, -2.309439, 1.492096], [1.827682, -1.876233, 3.198417], [3.375913, -1.508369, 2.383932], [4.286717, -0.197625, 0.278084], [3.495187, 0.407865, -1.184566], [3.093841, -1.201529, -0.542964], [-1.251353, -0.934816, -2.700171], [-0.911913, -2.336101, -2.940961], [0.482825, -2.655675, -2.440416], [0.644537, -2.710572, -0.902774], [1.758301, -3.127996, -0.521512], [-0.322063, -2.363594, -0.167056], [-2.144526, -0.701246, -3.121817], [-0.552652, -0.311638, -3.090985], [-0.972683, -2.579541, -4.011927], [-1.650731, -2.941801, -2.412530], [1.202705, -1.912158, -2.802036], [0.807094, -3.625091, -2.822123], [-4.409880, 4.737230, 0.250538], [-4.225645, 2.358814, -0.336688], [-2.169118, 2.068338, -1.837490], [-6.250285, 1.541861, -1.446732], [-3.570445, 1.010703, 1.721129], [-4.373952, -2.155053, -1.356501], [-3.524788, -1.517963, -0.900247]],
  "forces_ev_per_angstrom": [[0.27, 0.80, 0.19], [-0.02, 0.21, -0.09], [-0.43, 0.51, 0.24], [0.50, -0.82, 0.46], [-0.59, 0.14, -0.69], [0.10, -0.22, -0.21], [-0.07, -0.04, -0.05], [0.30, -0.26, 0.30], [-0.06, 0.04, -0.11], [0.02, -0.31, -0.10], [-0.10, 0.01, 0.01], [0.00, 0.01, -0.02], [0.00, 0.06, 0.03], [0.04, -0.03, 0.03], [-0.01, 0.02, -0.15], [-0.07, 0.03, -0.06], [-0.06, 0.04, -0.14], [-0.05, -0.05, 0.05], [0.04, 0.01, 0.01], [0.00, 0.02, -0.03], [0.01, 0.03, 0.05], [0.06, 0.04, 0.03], [0.00, 0.01, 0.06], [0.01, 0.00, 0.01], [0.01, 0.01, 0.01], [0.01, -0.04, -0.03], [0.14, -0.21, -0.09], [0.06, -0.05, -0.15], [-0.24, 0.11, 0.37], [0.47, -0.19, -0.28], [-0.19, 0.10, 0.14], [-0.01, 0.10, 0.08], [-0.02, 0.17, 0.15], [-0.06, 0.04, -0.04], [-0.05, -0.04, 0.06], [0.02, -0.01, -0.03], [0.01, -0.04, -0.07], [0.05, 0.03, 0.00], [0.28, -0.35, 0.03], [-0.87, 0.64, -0.08], [-0.16, -0.22, 0.38], [0.51, 0.04, 0.20], [0.08, -0.07, -0.36], [0.12, -0.13, 0.02], [-0.05, -0.15, -0.11]],
  "charge": -2,
  "homo_ev": [-1.34, -1.34],
  "lumo_ev": [2.09, 2.09],
  "gap_ev": [3.44, 3.43]
}

=====

Entry 5:
{
  "formula": "C14H21N2O3S2Zr",
  "method": "the ωB97M-V functional and the def2-TZVPD basis",
  "elements": ["Zr", "C", "O", "C", "C", "O", "C", "C", "O", "C", "H", "H", "H", "H", "H", "H", "H", "H", "H", "H", "H", "H", "H", "H", "S", "C", "C", "C", "C", "C", "N", "H", "H", "H", "H", "S", "C", "C", "N", "C", "H", "H", "H"],
  "positions_angstrom": [[0.272709, -0.076914, 0.269903], [-0.447130, 2.713440, 1.816332], [0.605285, 1.943215, 1.145856], [1.991629, 2.513291, 1.436823], [2.909640, 1.847318, 0.431021], [2.406961, 0.474250, 0.263293], [3.386915, -0.299922, -0.518605], [2.811598, -1.676920, -0.543479], [1.368146, -1.673113, -0.796453], [0.917535, -2.679849, -1.841178], [-0.639663, 3.555041, 1.150539], [-0.134560, 3.075907, 2.792264], [-1.239159, 2.000184, 1.854238], [2.160504, 2.253985, 2.491158], [2.015570, 3.571716, 1.293578], [3.915371, 1.847113, 0.911392], [2.933256, 2.293588, -0.549957], [4.391154, -0.226634, -0.101278], [3.427768, 0.147171, -1.530223], [2.949069, -2.209564, 0.386801], [3.347647, -2.152669, -1.346422], [0.010085, -2.219086, -2.148013], [0.701517, -3.627925, -1.367968], [1.672180, -2.675684, -2.629937], [-0.137174, -0.897126, 2.468180], [-1.449960, -1.794875, 1.636123], [-2.539554, -2.491844, 2.228891], [-3.542139, -2.876038, 1.367085], [-3.505848, -2.626827, -0.000271], [-2.395405, -2.016950, -0.516274], [-1.383043, -1.589265, 0.298245], [-2.625872, -2.695742, 3.284226], [-4.445192, -3.324482, 1.820799], [-4.338252, -2.955820, -0.601414], [-2.255255, -1.645882, -1.564720], [-2.985054, 2.748761, -1.458447], [-1.673411, 2.758509, -2.484663], [-0.755487, 1.858849, -2.100022], [-1.096300, 1.135967, -1.003688], [-2.316593, 1.513313, -0.560696], [-1.623585, 3.402959, -3.360943], [0.172402, 1.710912, -2.621289], [-2.838321, 1.067627, 0.299182]],
  "forces_ev_per_angstrom": [[0.44, 0.16, -0.08], [0.66, 0.22, -0.94], [1.60, 0.69, 0.30], [-1.15, -1.63, -0.31], [0.02, -0.17, 1.67], [1.18, 0.42, -0.17], [-1.14, 0.52, -0.63], [0.47, -0.50, 0.09], [0.66, 0.41, -0.40], [0.28, 1.08, 0.79], [-0.36, 0.01, 0.22], [0.06, -0.31, 0.10], [-0.92, 0.07, 0.50], [0.29, 0.03, -0.43], [-0.36, 0.76, -0.04], [-0.48, -0.29, -0.68], [-0.02, 0.36, -0.22], [-0.18, -0.24, 0.35], [-0.12, -0.15, 0.39], [0.21, -0.16, 0.22], [-0.10, -0.79, -0.28], [-0.74, -0.02, -0.76], [0.39, -0.19, 0.10], [-0.23, -0.24, 0.18], [-0.26, -0.43, 0.48], [-0.86, -0.36, 0.03], [1.41, 0.85, -0.76], [-1.04, -0.35, 0.80], [0.13, -0.34, -0.22], [0.74, 1.37, -0.76], [-0.65, -0.18, 0.35], [0.25, 0.18, 0.14], [0.60, 0.09, -0.46], [0.04, 0.14, -0.30], [-0.52, -0.90, 0.91], [-1.13, -0.01, 0.48], [0.29, 0.82, -1.21], [0.76, 0.06, -0.56], [-1.14, -0.46, 1.06], [0.26, -0.44, 0.27], [-0.03, -0.10, 0.32], [0.26, -0.20, -0.03], [0.38, 0.19, -0.49]],
  "charge": 3,
  "homo_ev": -18.45,
  "lumo_ev": -10.54,
  "gap_ev": 7.92
}

=====

Q: Which total energy values were calculated for the entries above? A: -1650.97099 -3595.78478 -2205.64781 -10844.98020 -1723.78916, in Ha.
Q: Which molar mass values were calculated for the entries above? A: 304.24 450.58 506.66 894.13 420.69, in g/mol.